Entry 1:
Density functional theory data (ωB97M-V/def2-TZVPD) for the molecule C3H2N2O.

## Properties
E_LUMO   -0.1 eV
Electronic energy   -8166.947 eV
Energy relative to the best compared isomer or geometry (same formula, charge and spin)   63.8 kcal/mol
Multiplicity   1
SMILES string   O=C=C1CN=N1

Geometry (Å):
O1 -2.9233 -0.2084 2.6160
C1 -2.1378 0.0469 1.8192
C2 -1.2683 0.5238 1.0605
C3 -0.1547 0.2245 0.0517
N1 -0.1540 1.6585 -0.1563
N2 -1.1833 1.8483 0.5781
H1 0.8362 -0.0213 0.5353
H2 -0.4528 -0.2475 -0.9268

---

Entry 2:
Density functional theory data (ωB97M-V/def2-TZVPD) for a cluster of 3 separate species, C3H12NO2 in total.

## Properties
E_LUMO   -3.6 eV
Electronic energy   -8883.207 eV
Energy relative to the best compared isomer or geometry (same formula, charge and spin)   38.4 kcal/mol
Multiplicity   1
Charge   +1

Geometry (Å):
C1 1.6876 0.6428 -1.9525
C2 0.4318 0.4799 -1.1591
C3 -0.8309 0.6915 -1.4835
N1 0.6992 0.2521 0.2971
H1 1.4691 0.8685 -2.9881
H2 2.2196 -0.3053 -1.8234
H3 2.3775 1.4120 -1.5973
H4 -1.6043 0.2312 -0.8868
H5 -1.1346 1.3316 -2.3003
H6 0.7894 -0.6804 0.7624
H7 1.6271 0.6181 0.5601
H8 0.0995 0.7523 0.9506
H9 -2.8813 -1.4459 1.6297
H10 -3.2225 -0.3515 0.6576
O1 -2.4851 -0.8953 0.9538
H11 1.0271 -0.9615 2.8882
H12 -0.5489 -1.1639 2.9479
O2 0.2798 -1.4764 2.5435

---

Entry 3:
Density functional theory data (ωB97M-V/def2-TZVPD) for a cluster of 2 separate species, CH2ClI in total.

## Properties
E_LUMO (spin up / spin down)   0.0 / -3.4 eV
Electronic energy   -21689.439 eV
Energy relative to the best compared isomer or geometry (same formula, charge and spin)   58.8 kcal/mol
Multiplicity   1

Geometry (Å):
C1 -0.6430 0.4632 -0.0216
Cl1 -2.1169 -0.1149 0.1569
I1 2.8499 -1.7589 0.1204
H1 -0.4264 1.2028 -0.6862
H2 0.3364 0.2077 0.4305

---

Entry 4:
Density functional theory data (ωB97M-V/def2-TZVPD) for the molecule C3H4N4O.

## Properties
E_LUMO   -1.6 eV
Electronic energy   -11178.683 eV
Energy relative to the best compared isomer or geometry (same formula, charge and spin)   121.9 kcal/mol
Multiplicity   1
SMILES string   [H]/N=C1/N=CC(=O)N1N

Geometry (Å):
H1 -1.1643 -1.3195 -1.8888
N1 -1.8245 -0.7328 -1.1663
C1 -0.9799 -0.5579 -0.1778
N2 -1.2173 -0.2312 1.0758
C2 -0.1304 0.1477 1.5745
C3 0.9325 0.3573 0.6703
O1 1.6467 1.5163 0.8826
N3 0.6063 -0.5796 -0.3741
N4 0.7262 -0.0348 -1.7789
H2 -0.1296 0.7148 2.4776
H3 0.1125 0.7196 -2.1209
H4 1.0393 -0.8791 -2.2266

---

Entry 5:
Density functional theory data (ωB97M-V/def2-TZVPD) for a structure of composition C2H6SSi.

## Properties
E_LUMO   0.0 eV
Electronic energy   -20881.058 eV
Energy relative to the best compared isomer or geometry (same formula, charge and spin)   82.7 kcal/mol
Multiplicity   1

Geometry (Å):
C1 -0.8734 -0.0077 -0.2786
C2 -0.4957 1.4383 0.0695
Si1 1.0365 -1.5027 -0.1348
S1 -2.3542 -0.6180 -0.1096
H1 0.3677 1.8839 -0.5347
H2 -0.2762 1.4831 1.0846
H3 -1.2629 2.1666 -0.1007
H4 1.0865 -2.7583 -0.9678
H5 1.8463 -0.2965 -0.3764
H6 0.9255 -1.7887 1.3484

---

Entry 6:
Density functional theory data (ωB97M-V/def2-TZVPD) for a cluster of 2 separate species, C3H5NO2S in total.

## Properties
E_LUMO (spin up / spin down)   -0.3 / -0.9 eV
Electronic energy   -19606.054 eV
Energy relative to the best compared isomer or geometry (same formula, charge and spin)   148.9 kcal/mol
Multiplicity   1

Geometry (Å):
C1 -0.6682 0.1395 0.2841
C2 0.3918 0.9712 -0.0627
C3 -1.6852 -0.3668 -0.7103
N1 2.2968 -0.4254 0.6764
O1 2.4068 -0.4821 1.8807
O2 2.8407 -0.8928 -0.2940
S1 -0.4249 1.8856 1.0226
H1 -0.4962 -0.4812 1.1456
H2 0.9323 1.1491 -1.0286
H3 -0.9754 -0.7164 -1.5586
H4 -2.4131 0.4767 -0.9286
H5 -2.2054 -1.2576 -0.4266